1.
18
Properties=species:S:1:pos:R:3 method="wB97M-V/def2-TZVPD" relative_energy_kj_mol=162.8 homo_energy_ev=-2.8520 charge=-1 largest_force_ev_per_a=5.23 orbital_gap_ev=6.67 spin_multiplicity=1
C -0.584 1.416 0.523
C -1.095 1.129 -0.878
S 0.293 0.938 -2.114
N 0.028 0.127 0.982
C 0.185 -0.266 2.344
N -0.894 -1.154 2.804
H -1.244 1.606 1.279
H 0.240 2.137 0.476
H -1.695 0.296 -0.750
H -1.703 1.862 -1.385
H 0.615 -0.287 0.314
H 1.171 -0.922 2.487
H 0.308 0.528 3.161
H -0.898 -2.094 2.770
H -1.901 -0.867 2.600
H 1.179 -1.824 -2.103
H 1.515 -2.010 -0.715
O 1.594 -2.491 -1.595

***

2.
92
Properties=species:S:1:pos:R:3 method="wB97M-V/def2-TZVPD" homo_energy_ev=-6.1123 largest_force_ev_per_a=1.40 orbital_gap_ev=4.52 spin_multiplicity=1
Ti -0.315 -0.033 -0.666
C 1.768 -0.170 -2.255
C 1.016 -1.351 -2.406
C -0.262 -0.942 -2.922
Si 1.700 -3.018 -1.942
C -0.264 0.469 -3.046
C 1.015 0.964 -2.611
Si 1.696 2.688 -2.446
H 2.755 -0.131 -1.828
H -1.062 -1.598 -3.227
H -1.065 1.059 -3.459
Cl -5.702 0.152 1.421
C 3.568 2.605 -2.352
C 1.213 3.770 -3.907
C 3.572 -2.911 -1.854
C 1.226 -4.339 -3.195
H 1.862 3.555 -4.756
H 1.327 4.827 -3.666
H 0.188 3.618 -4.239
H 3.897 2.091 -1.450
H 3.997 3.607 -2.331
H 3.991 2.082 -3.209
H 1.855 -4.252 -4.081
H 0.193 -4.269 -3.526
H 1.373 -5.339 -2.785
H 3.998 -2.545 -2.787
H 4.005 -3.891 -1.654
H 3.890 -2.244 -1.055
C 1.072 3.402 -0.804
C 1.068 -3.440 -0.206
P -0.575 2.708 -0.404
H 1.115 4.489 -0.764
H 1.744 3.015 -0.036
P -0.579 -2.687 0.063
H 1.738 -2.929 0.488
H 1.110 -4.505 0.021
C -1.087 -3.099 1.825
C -1.696 -3.742 -1.010
C -1.692 3.560 -1.645
C -1.083 3.421 1.259
C -0.877 2.404 2.372
H -2.155 3.600 1.152
C -0.399 4.735 1.608
H 0.657 4.579 1.820
H -0.851 5.156 2.508
H -0.475 5.481 0.823
H -1.304 1.438 2.121
H -1.350 2.755 3.290
H 0.179 2.245 2.574
H -1.253 3.253 -2.595
C -1.691 5.080 -1.599
C -3.109 3.014 -1.604
H -0.689 5.501 -1.592
H -2.224 5.451 -0.725
H -2.203 5.476 -2.478
H -3.151 1.979 -1.924
H -3.754 3.601 -2.258
H -3.535 3.065 -0.602
H -1.262 -3.605 -2.001
C -3.114 -3.195 -1.057
C -1.693 -5.231 -0.700
H -0.689 -5.642 -0.626
H -2.209 -5.775 -1.492
H -2.219 -5.443 0.229
H -3.152 -2.223 -1.537
H -3.540 -3.086 -0.061
H -3.759 -3.877 -1.612
C -0.881 -1.901 2.742
C -0.401 -4.329 2.399
H -2.160 -3.295 1.752
H 0.655 -4.136 2.581
H -0.474 -5.201 1.757
H -0.852 -4.587 3.359
H 0.175 -1.709 2.912
H -1.352 -2.087 3.709
H -1.311 -0.995 2.327
C -2.528 0.039 0.066
H -3.118 -0.035 -0.857
H -2.874 -0.782 0.696
H -2.864 0.958 0.549
Te 1.950 0.195 1.105
C 1.952 0.215 3.291
C 0.830 0.331 4.138
C 0.972 0.339 5.527
C 2.236 0.235 6.102
C 3.359 0.121 5.282
C 3.218 0.111 3.890
H -0.164 0.403 3.753
H 0.096 0.425 6.160
H 2.343 0.242 7.179
H 4.342 0.040 5.728
H 4.101 0.023 3.271

***

3.
19
Properties=species:S:1:pos:R:3 method="wB97M-V/def2-TZVPD" relative_energy_kj_mol=30.5 homo_energy_ev="-13.5505 / -13.5380" charge=+1 largest_force_ev_per_a=1.97 s2=0.758 orbital_gap_ev="10.15 / 4.96" spin_multiplicity=2
O 0.359 -0.025 1.157
C 0.682 0.409 0.102
N -0.239 1.108 -0.703
C -1.601 1.312 -0.227
N -2.299 0.082 -0.435
C 2.065 0.356 -0.560
N 3.110 -0.204 0.291
H -0.150 0.937 -1.705
H -2.084 2.166 -0.688
H -1.483 1.574 0.825
H -2.630 -0.181 -1.366
H -1.785 -0.729 -0.052
H 1.914 -0.253 -1.458
H 2.312 1.375 -0.866
H 2.672 -0.452 1.180
H 3.319 -1.141 -0.053
H -1.868 -2.673 1.751
H -1.043 -1.416 1.611
O -1.252 -2.246 1.194

***

4.
59
Properties=species:S:1:pos:R:3 method="wB97M-V/def2-TZVPD" relative_energy_kj_mol=0.0 homo_energy_ev=-6.9600 charge=-1 largest_force_ev_per_a=2.11 orbital_gap_ev=9.58 spin_multiplicity=1
Cl 0.118 0.074 0.331
O 0.288 1.509 0.556
O 1.002 -0.256 -0.749
O 0.445 -0.713 1.507
O -1.265 -0.186 -0.094
C 3.312 -2.477 -3.846
C 3.667 -1.709 -2.577
C 5.090 -2.023 -2.199
O 3.527 -0.314 -2.898
H 3.977 -2.100 -4.627
H 2.311 -2.206 -4.186
H 3.369 -3.559 -3.747
H 2.984 -1.982 -1.769
H 5.525 -1.435 -1.385
H 5.776 -1.838 -3.033
H 5.233 -3.066 -1.903
H 2.952 0.021 -2.197
C -0.488 3.784 3.013
O -1.759 4.319 3.385
H -0.249 4.291 2.081
H 0.338 4.082 3.679
H -0.449 2.697 3.029
H -1.799 4.316 4.346
C -1.204 4.427 -0.776
O -1.974 5.375 -0.049
H -1.606 3.421 -0.649
H -1.375 4.580 -1.850
H -0.146 4.378 -0.520
H -1.593 6.233 -0.256
C -0.089 -3.937 1.409
O -0.641 -5.241 1.063
H -1.026 -3.410 1.579
H 0.416 -4.023 2.371
H 0.516 -3.460 0.646
H 0.022 -5.704 0.541
C 2.944 1.460 3.414
O 1.692 0.906 3.748
H 2.927 1.955 2.444
H 3.242 2.094 4.245
H 3.691 0.654 3.376
H 1.301 0.389 3.034
C -0.433 -1.670 -3.405
O -1.425 -0.708 -3.094
H -0.547 -2.002 -4.435
H 0.539 -1.175 -3.315
H -0.462 -2.511 -2.709
H -1.146 -0.197 -2.323
C -4.395 -0.438 -1.347
O -4.006 0.852 -0.907
H -5.463 -0.408 -1.573
H -3.902 -0.633 -2.304
H -4.192 -1.235 -0.633
H -3.158 0.793 -0.449
C -4.036 -0.462 2.805
O -3.179 0.599 2.427
H -4.309 -1.125 1.978
H -3.516 -1.103 3.535
H -4.936 -0.092 3.289
H -2.437 0.186 1.973

***

E (hartree)
-703.8221, -4015.5266, -435.3347, -1765.3723